{"formula": "CH7N2PS", "method": "ωB97M-V with the def2-TZVPD basis set", "elements": ["C", "N", "N", "P", "S", "H", "H", "H", "H", "H", "H", "H"], "positions_angstrom": [[-1.101, 0.118, -0.870], [-0.191, 0.101, 1.498], [-0.309, 0.632, 0.179], [0.851, 1.746, -0.186], [2.762, -0.762, 0.126], [-0.388, -0.774, -1.264], [-2.025, -0.417, -0.426], [-1.172, 0.800, -1.732], [-0.683, -0.755, 1.702], [0.796, -0.193, 1.554], [1.685, 1.622, 1.051], [3.540, 0.010, -0.774]], "multiplicity": 1, "homo_ev": [-7.898, -7.898], "e_lumo_ev": [-1.31, -1.31], "de_lowest_kj_mol": 432.6, "total_charge": 0, "homo_lumo_gap_ev": [6.59, 6.59], "total_energy_ev": -24251.0539}

{"formula": "CH7N3", "method": "ωB97M-V with the def2-TZVPD basis set", "elements": ["H", "N", "C", "N", "H", "H", "H", "N", "H", "H", "H"], "positions_angstrom": [[0.813, 2.484, -1.445], [0.648, 1.593, -1.112], [-0.630, 1.572, -0.828], [-1.155, 1.593, 0.406], [-1.370, 1.886, -1.531], [-1.866, 2.411, 0.514], [-0.375, 1.595, 1.029], [1.087, -3.345, 1.007], [1.762, -3.457, 0.286], [0.873, -2.392, 0.986], [0.213, -3.939, 0.689]], "multiplicity": 1, "homo_ev": -8.436, "smiles": "[H]/N=C/N.N", "e_lumo_ev": 0.57, "de_lowest_kj_mol": 226.9, "total_charge": 0, "homo_lumo_gap_ev": 9.01, "total_energy_ev": -5618.5548}

{"formula": "CH7N3", "method": "ωB97M-V with the def2-TZVPD basis set", "elements": ["H", "N", "C", "N", "H", "H", "H", "N", "H", "H", "H"], "positions_angstrom": [[3.370, 0.528, -0.421], [2.726, 0.796, -1.160], [1.541, 0.725, -0.703], [0.448, 0.794, -1.531], [1.319, 0.587, 0.357], [-0.480, 0.616, -1.192], [0.488, 1.441, -2.302], [-2.398, -1.101, 1.625], [-2.007, -1.092, 2.561], [-1.819, -1.574, 0.955], [-3.188, -1.721, 1.810]], "multiplicity": 1, "homo_ev": -9.286, "smiles": "[H]/N=C/N.N", "e_lumo_ev": 0.78, "de_lowest_kj_mol": 39.5, "total_charge": 0, "homo_lumo_gap_ev": 10.06, "total_energy_ev": -5620.4971}

{"formula": "CH7N3O", "method": "ωB97M-V with the def2-TZVPD basis set", "elements": ["N", "C", "N", "N", "H", "H", "H", "H", "H", "O", "H", "H"], "positions_angstrom": [[0.098, -0.360, 1.205], [0.351, -0.712, 0.025], [0.906, -1.912, -0.453], [-0.302, -0.049, -1.032], [0.623, -0.444, 2.059], [1.458, -2.430, 0.213], [1.469, -1.829, -1.294], [0.184, 0.048, -1.911], [-0.710, 0.839, -0.744], [-1.013, 2.384, 0.281], [-1.742, 2.979, 0.412], [-0.548, 2.470, 1.134]], "multiplicity": 1, "homo_ev": -8.523, "smiles": "N=C(N)N.O", "e_lumo_ev": 0.92, "de_lowest_kj_mol": 138.3, "total_charge": 0, "homo_lumo_gap_ev": 9.45, "total_energy_ev": -7668.0911}

{"formula": "CH7N3O2", "method": "ωB97M-V with the def2-TZVPD basis set", "elements": ["C", "N", "N", "N", "O", "O", "H", "H", "H", "H", "H", "H", "H"], "positions_angstrom": [[0.150, -1.010, -1.834], [-0.122, -0.342, 1.359], [0.931, 0.412, 1.442], [0.399, 0.153, -1.013], [-1.292, 0.308, 1.701], [0.699, 1.793, 1.689], [-1.936, -0.416, 1.689], [0.016, 1.797, 2.377], [1.102, 0.361, 0.075], [-0.203, 0.925, -1.300], [0.481, -0.848, -2.869], [-0.918, -1.259, -1.877], [0.691, -1.873, -1.437]], "multiplicity": 1, "homo_ev": [-7.431, -7.431], "e_lumo_ev": [-0.22, -0.22], "de_lowest_kj_mol": 575.7, "total_charge": 0, "homo_lumo_gap_ev": [7.21, 7.21], "total_energy_ev": -9709.2525}

{"formula": "CH7N3SSi", "method": "ωB97M-V with the def2-TZVPD basis set", "elements": ["H", "N", "C", "N", "S", "H", "H", "H", "N", "Si", "H", "H", "H"], "positions_angstrom": [[-1.900, 2.000, -1.285], [-1.439, 1.292, -0.729], [-1.125, 1.538, 0.457], [-0.407, 0.736, 1.237], [-1.537, 3.048, 1.478], [-0.251, -0.200, 0.830], [0.262, 1.174, 1.785], [-1.342, 3.957, 0.465], [0.962, -1.733, 0.447], [1.418, -2.163, -1.012], [0.971, -2.252, 1.336], [0.448, -1.731, -2.016], [2.755, -2.844, -1.517]], "multiplicity": 1, "homo_ev": -8.860, "smiles": "[H]/N=C(/N)S.N=[SiH2]", "e_lumo_ev": -0.36, "de_lowest_kj_mol": 161.4, "total_charge": 0, "homo_lumo_gap_ev": 8.50, "total_energy_ev": -24331.6785}

{"formula": "CH7N4S", "method": "ωB97M-V with the def2-TZVPD basis set", "elements": ["C", "N", "N", "N", "N", "S", "H", "H", "H", "H", "H", "H", "H"], "positions_angstrom": [[0.682, -0.537, 0.591], [0.531, -1.846, 0.651], [1.810, 0.090, 0.299], [-1.068, 1.264, -0.266], [-1.022, 0.706, -1.401], [-2.386, 1.399, 0.603], [1.166, -2.659, 0.450], [2.664, -0.440, -0.074], [-0.408, -2.061, 1.032], [-0.104, 0.520, -1.674], [-1.872, 0.271, -1.892], [1.805, 1.075, 0.259], [-1.798, 2.219, 1.422]], "multiplicity": 1, "homo_ev": [-11.879, -11.876], "e_lumo_ev": [-5.42, -5.42], "de_lowest_kj_mol": 291.6, "total_charge": 1, "homo_lumo_gap_ev": [6.46, 6.46], "total_energy_ev": -17935.7941}

{"formula": "CH7N5P", "method": "ωB97M-V with the def2-TZVPD basis set", "elements": ["C", "N", "N", "N", "N", "N", "P", "H", "H", "H", "H", "H", "H", "H"], "positions_angstrom": [[-0.657, 0.637, -2.350], [-0.611, 0.820, -1.138], [0.123, -1.470, 0.178], [-0.414, 0.395, -3.467], [-0.450, 0.472, 1.822], [0.917, 0.213, 2.044], [-1.125, -0.430, 0.650], [0.199, 1.396, -0.743], [0.959, -1.765, 0.719], [-0.398, 0.163, -4.435], [-0.952, 1.000, 2.562], [0.981, -0.107, 2.944], [-0.093, -2.170, -0.474], [1.521, 0.847, 1.688]], "multiplicity": 1, "homo_ev": -13.784, "e_lumo_ev": -3.59, "de_lowest_kj_mol": 52.9, "total_charge": 1, "homo_lumo_gap_ev": 10.19, "total_energy_ev": -17881.4358}